Entry 1:
Below is C36H80F6N7Na2O12S6 as an isolated structure at a distorted geometry, with properties calculated with the ωB97M-V functional and the def2-TZVPD basis.

Atoms and positions in Å:
S 0.719 -1.070 5.604
S -0.554 -1.570 1.017
S -1.299 -0.778 6.810
S -4.190 -1.222 -2.308
S -1.215 0.748 0.722
S -6.070 -2.413 -1.917
Na -4.052 -1.276 1.019
Na -2.510 -0.669 3.714
F -3.295 -0.034 -1.644
F -2.702 -0.014 6.717
F -0.840 -2.431 2.277
F -6.316 -3.538 -0.735
F -2.564 1.632 0.670
F 1.053 -1.750 4.170
O -4.812 -0.393 -3.290
O -0.345 1.563 1.599
O -7.341 -1.772 -1.969
O -1.710 -1.981 7.526
O 1.130 -2.122 6.536
O -0.845 0.689 -0.659
O -0.579 0.212 7.620
O -0.649 -2.562 -0.049
O 1.513 0.157 5.525
O -3.186 -2.251 -2.623
O 0.744 -1.031 1.475
O -5.711 -3.291 -3.096
N 3.789 2.210 3.069
N -1.867 -0.732 1.271
N -4.965 -1.494 -1.104
N 1.244 1.146 -4.791
N -8.195 2.552 -0.616
N 4.249 -6.370 0.586
N -0.966 -0.870 5.407
C 3.004 3.024 2.032
C -8.746 3.217 0.665
C -6.347 4.305 -1.197
C 3.853 0.199 1.513
C 2.150 -5.062 1.458
C 3.652 -7.713 0.286
C 3.166 1.019 0.358
C 7.285 4.039 3.111
C -10.064 2.860 2.887
C 3.290 2.577 0.593
C 3.252 2.666 4.397
C -5.148 3.314 -0.888
C 3.410 0.774 2.885
C -0.133 1.004 -4.050
C 4.974 -6.137 -1.887
C 1.437 -4.432 2.637
C 2.357 1.640 -3.879
C 6.701 -7.035 -0.062
C -5.705 2.203 0.150
C 5.781 3.843 3.449
C -0.795 3.349 -4.689
C 4.148 -5.496 -0.772
C 4.823 2.569 -3.755
C 1.098 2.121 -6.097
C -9.539 2.201 1.624
C 0.451 3.505 -5.612
C 1.571 -0.278 -5.280
C 5.711 -6.470 0.997
C 6.456 -6.260 -1.411
C 3.614 -5.530 1.706
C -7.023 1.568 -0.307
C -0.658 2.368 -3.553
C 3.694 2.026 -4.652
C -9.265 1.700 -1.294
C -7.694 3.609 -1.669
C 5.290 2.441 3.025
H 2.238 2.274 4.312
H 0.906 -0.612 -6.077
H 2.007 2.399 -6.629
H 2.324 0.688 2.844
H 6.619 -8.111 -0.213
H 3.406 -0.795 1.483
H 3.854 2.331 5.242
H 4.589 -7.124 -2.145
H 7.107 -6.795 -2.102
H -4.868 2.767 -1.789
H 3.218 4.086 2.144
H 4.193 -4.643 1.963
H 1.810 -4.940 3.526
H -9.474 3.909 0.240
H 4.926 2.229 -2.724
H 0.036 0.454 -3.124
H 5.801 2.312 -4.162
H -9.278 3.323 3.483
H 3.132 3.749 4.385
H 3.324 -8.124 1.241
H 2.626 3.093 -0.100
H 1.272 -0.924 -4.454
H 2.644 -0.299 -5.471
H 0.389 -4.682 2.468
H 7.435 4.111 2.034
H 3.974 0.351 3.716
H 3.697 0.682 -0.532
H -7.362 0.802 0.390
H 5.626 4.033 4.511
H -0.029 2.802 -2.776
H -10.081 2.410 -1.433
H 2.813 -7.749 -0.409
H 0.498 4.291 -6.367
H 4.292 2.923 0.339
H 0.463 1.494 -6.724
H 1.954 -4.448 0.579
H 5.767 -7.056 1.914
H 1.139 3.867 -4.849
H 2.433 0.790 -3.201
H -10.817 3.639 2.765
H -8.053 3.822 1.250
H 4.919 0.025 1.368
H 5.243 4.626 2.915
H 5.784 1.680 3.630
H 6.946 -5.286 -1.424
H -8.965 1.398 -2.297
H -0.843 0.481 -4.690
H 1.691 -3.381 2.777
H -6.746 0.930 -1.147
H -10.409 1.767 1.130
H 4.406 -8.235 -0.303
H 7.603 5.029 3.439
H -1.113 4.290 -4.240
H 7.747 -6.895 0.209
H -10.664 2.134 3.435
H -5.816 2.555 1.176
H 1.939 2.875 2.207
H 3.450 -6.092 2.626
H 3.104 -5.323 -1.033
H -9.522 0.805 -0.727
H -5.051 1.331 0.155
H 3.598 2.617 -5.563
H -7.456 3.139 -2.624
H 7.961 3.224 3.371
H -4.344 3.878 -0.414
H 1.940 2.491 -3.341
H 4.152 1.084 -4.954
H -6.507 4.769 -0.224
H 4.924 -5.650 -2.861
H 4.455 -4.471 -0.564
H 2.093 0.843 0.279
H -1.660 3.264 -5.347
H -8.492 4.346 -1.754
H 4.888 3.631 -3.520
H -6.140 5.160 -1.842
H -1.676 2.315 -3.166
H 5.964 -5.427 1.188
H 1.551 -5.958 1.294
H -8.887 1.425 2.023
H 5.669 2.268 2.018

Computed properties:
Multiplicity: 2
Net charge: +4
LUMO (spin up / spin down), eV: -10.03 / -14.18
Relative energy (zero: lowest compared OMol25 entry of this formula, charge and spin), kJ/mol: 177.2
Orbital gap (spin up / spin down), eV: 7.091 / 2.943


Entry 2:
Below is C36H81ClGeN7O6P2SbSi3Ti as an isolated structure at a distorted geometry, with properties calculated with the ωB97M-V functional and the def2-TZVPD basis.

Atoms and positions in Å:
Sb -2.281 3.036 1.390
Ge 0.057 -1.860 -1.699
Ti 0.178 0.376 -0.251
Cl 1.778 0.811 -2.763
P 1.506 1.620 2.854
P 2.788 -0.854 2.037
Si -0.790 -1.615 -3.982
Si -1.339 -3.715 -0.976
Si 2.104 -3.119 -2.113
O -5.287 2.128 -4.349
O -0.569 5.806 -4.809
O 1.596 -0.976 1.148
O -0.956 -0.363 1.285
O 2.625 0.474 2.944
O 0.943 1.728 1.476
N 0.436 1.183 4.021
N 2.232 3.002 3.299
N 2.857 -2.070 3.118
N 0.046 2.463 -1.113
N -1.771 0.637 -1.244
N -1.933 -1.713 2.803
N 4.252 -0.616 1.369
C -2.813 -0.175 -1.025
C -0.846 2.645 -2.098
C 0.268 5.895 -3.683
C 3.027 3.012 4.527
C 5.266 -1.671 1.299
C -1.699 5.049 0.932
C -2.665 -1.855 -4.085
C -4.025 -0.021 -1.656
C -2.997 -0.761 3.101
C 1.875 -4.821 -2.860
C -4.170 0.970 -2.619
C -5.462 1.141 -3.361
C -1.718 -4.845 -2.419
C 3.021 -3.505 -0.521
C -0.265 2.276 4.705
C -1.935 1.647 -2.111
C 4.776 0.710 1.049
C 0.199 4.680 -2.789
C -0.443 0.001 -4.876
C -0.438 -4.776 0.297
C -3.094 1.812 -2.848
C -4.123 3.221 0.292
C 3.870 -2.029 4.176
C -0.793 3.724 -2.958
C 2.120 0.505 -1.026
C 2.353 -3.409 2.829
C 1.098 4.506 -1.744
C 3.290 -2.178 -3.220
C 2.438 4.141 2.414
C -3.224 3.565 3.255
C 0.993 3.388 -0.945
C 0.625 0.026 4.896
C -1.011 -1.449 1.906
C -1.987 -3.034 3.430
C -3.039 -3.384 -0.218
C -0.027 -2.914 -5.089
H -0.697 0.900 -4.315
H -4.118 4.145 3.031
H -1.252 1.931 5.013
H -2.883 -2.588 -4.867
H 2.788 3.895 5.121
H 0.043 -4.206 1.093
H -5.747 0.174 -3.793
H 5.620 0.945 1.702
H -3.190 2.608 -3.570
H -1.046 -0.005 -5.790
H 1.193 0.289 5.795
H -4.724 4.000 0.759
H 0.286 2.605 5.591
H -0.393 -2.735 -6.105
H -3.921 3.508 -0.740
H 4.238 -1.015 4.320
H -3.927 -1.073 2.620
H -3.150 -0.919 -4.370
H -3.509 2.688 3.837
H -3.153 -0.727 4.178
H -2.651 -0.972 -0.322
H -4.686 2.288 0.293
H -0.734 5.299 1.375
H 2.816 2.127 5.127
H 4.014 1.475 1.179
H -0.400 3.127 4.042
H 1.836 -3.801 3.708
H 1.673 4.154 1.644
H -0.312 -3.927 -4.806
H -2.707 0.221 2.737
H 5.117 0.739 0.013
H 2.867 -5.284 -2.845
H 1.309 6.093 -3.954
H 5.647 -1.753 0.281
H 1.879 5.231 -1.552
H 1.526 -4.822 -3.890
H 4.713 -2.683 3.942
H -0.356 -0.333 5.213
H 1.134 -0.784 4.382
H -2.555 4.180 3.857
H -2.328 -5.676 -2.051
H -2.629 -3.706 2.860
H -0.823 -5.266 -2.872
H -0.078 6.754 -3.103
H -6.106 2.243 -4.841
H -2.280 -4.344 -3.207
H -2.455 5.729 1.323
H -3.729 -2.940 -0.939
H 2.350 5.060 2.994
H 1.685 3.205 -0.139
H 4.052 -3.781 -0.759
H -1.631 5.174 -0.150
H 3.932 -1.498 -2.654
H 1.062 -2.859 -5.115
H -0.267 -2.223 1.732
H 0.605 0.079 -5.171
H 3.168 -4.092 2.577
H 3.422 -2.366 5.112
H 2.737 -0.384 -0.979
H -2.387 -2.929 4.436
H 3.033 -2.654 0.155
H 3.938 -2.899 -3.727
H -3.133 -2.209 -3.166
H -0.986 -3.457 3.488
H 4.094 3.022 4.297
H 3.429 4.122 1.948
H -3.450 -4.358 0.060
H 1.211 -5.459 -2.277
H -6.238 1.421 -2.638
H 2.789 -1.586 -3.985
H -4.841 -0.691 -1.413
H -1.511 3.847 -3.754
H -0.127 5.307 -5.504
H -1.141 -5.474 0.762
H 1.667 -3.377 1.988
H 0.343 -5.371 -0.180
H 2.660 1.372 -0.652
H 6.098 -1.438 1.968
H 2.560 -4.350 -0.006
H -3.044 -2.758 0.678
H 4.845 -2.635 1.573

Computed properties:
Net charge: +2
LUMO, eV: -5.44
Relative energy (zero: lowest compared OMol25 entry of this formula, charge and spin), kJ/mol: 0.0
Orbital gap, eV: 6.894


Entry 3:
Below is C36H84F9N6O12SrZn as an isolated structure at a distorted geometry, with properties calculated with the ωB97M-V functional and the def2-TZVPD basis.

Atoms and positions in Å:
Sr 1.780 -6.361 -1.789
Zn 2.720 -1.791 2.088
F 6.558 -6.024 4.470
F 8.387 2.229 0.370
F -2.250 0.378 -1.652
F 5.269 -7.606 3.766
F 9.963 0.896 -0.046
F 5.260 -7.008 5.890
F 8.153 0.810 -1.148
F -1.307 2.154 -2.423
F -1.498 1.899 -0.283
O 0.469 -0.412 -7.937
O 6.930 -0.595 1.184
O -0.815 -9.363 -0.185
O 4.421 6.925 -6.000
O 0.689 -0.591 -0.905
O 3.763 -5.053 3.215
O -8.436 6.545 -0.715
O -8.316 -0.715 5.349
O 4.155 -4.123 5.004
O 0.064 -1.266 4.607
O 1.223 1.531 -1.135
O 8.206 0.676 2.510
N -2.442 -6.898 -1.159
N -10.409 -3.384 6.573
N 2.317 -3.594 -8.739
N 2.321 6.874 -8.313
N 2.044 0.763 4.210
N -4.613 6.866 -0.374
C 0.696 2.338 5.337
C 3.939 7.982 -6.833
C -8.437 -2.799 7.784
C 8.211 -0.072 1.252
C -8.800 6.543 0.662
C -0.633 0.258 -8.154
C -2.215 -9.450 -0.759
C -0.177 0.036 5.159
C 1.154 0.807 5.402
C -4.445 -8.066 -0.852
C 1.518 7.306 -6.154
C 9.296 1.654 4.556
C -1.094 -2.133 4.475
C -5.962 7.337 -0.261
C 8.674 0.981 0.107
C -7.016 6.524 -1.009
C -9.474 -2.317 6.756
C 3.995 -5.500 4.508
C 4.432 -4.009 6.424
C 9.382 0.680 3.303
C 5.581 -2.963 6.613
C -1.197 1.223 -1.450
C -0.287 -10.628 0.089
C 4.704 5.677 -6.610
C -2.981 -8.111 -0.488
C -7.714 -0.229 4.030
C 2.132 -2.170 -8.411
C 5.272 -6.517 4.634
C 2.433 3.570 -1.184
C 0.731 -1.601 -8.679
C -5.984 8.777 -0.672
C 2.465 7.772 -7.236
C 1.813 2.453 -2.042
C 0.253 0.577 -1.591
C -9.062 -1.897 5.284
C 3.321 -1.273 -8.968
H -0.739 0.559 -9.196
H -0.634 1.267 -7.742
H 9.682 -0.323 3.607
H 2.913 0.963 4.683
H -4.413 6.721 -1.353
H 3.180 3.044 -0.589
H -6.039 9.119 -1.705
H 0.755 -10.458 0.360
H 0.541 7.002 -6.530
H 1.535 -4.095 -8.343
H -4.611 -8.207 -1.920
H -8.627 7.493 1.168
H 1.614 0.633 6.374
H -6.839 6.683 -2.072
H -9.841 -1.577 4.592
H -0.684 -3.080 4.124
H -8.528 -2.724 4.817
H -10.008 -1.510 7.258
H 5.537 -2.044 6.028
H 2.516 1.937 -2.695
H 1.305 7.984 -5.328
H -0.781 0.033 6.066
H 1.367 6.778 -8.629
H 1.616 2.922 5.362
H -5.131 9.308 -0.249
H 10.294 1.840 4.952
H 2.814 6.022 -8.086
H -6.958 0.522 4.258
H 3.242 -3.999 -8.697
H -6.860 5.445 -1.022
H -11.031 -3.418 5.778
H 4.509 8.244 -7.725
H 2.393 -2.191 -7.353
H 5.539 5.940 -7.259
H -7.124 -1.063 3.652
H 3.564 -3.635 6.966
H -9.774 -4.154 6.419
H -8.866 -3.296 8.654
H -1.563 -0.253 -7.907
H 3.280 -0.264 -8.560
H -8.402 0.204 3.303
H -2.743 -7.095 -2.103
H 9.006 -0.807 1.374
H 10.268 1.002 2.755
H 3.239 -1.262 -10.055
H 3.891 8.878 -6.213
H -0.845 0.452 4.405
H -0.324 -11.189 -0.845
H 0.996 2.789 -2.682
H 2.079 8.750 -7.526
H 3.137 -5.965 4.995
H 3.880 5.352 -7.245
H -7.813 -3.600 7.387
H 4.298 -1.569 -8.585
H 6.412 -3.492 6.146
H -2.841 -7.813 0.551
H 0.142 2.677 6.213
H -2.112 -9.642 -1.827
H 0.324 0.461 -2.673
H 4.759 -4.890 6.975
H -9.827 6.184 0.715
H -0.014 -2.348 -8.406
H 5.560 -2.733 7.678
H 1.790 4.174 -0.544
H 1.904 1.515 3.550
H -0.826 -11.160 0.873
H -1.806 -1.821 3.711
H 8.737 1.162 5.351
H -4.975 -7.206 -0.441
H -6.647 9.420 -0.093
H -6.275 7.344 0.783
H 8.827 2.581 4.225
H -1.567 -2.359 5.430
H -7.747 -2.012 8.087
H -3.093 -6.168 -0.910
H 0.634 -1.530 -9.762
H -4.331 6.006 0.075
H -5.048 -8.820 -0.346
H 0.163 2.730 4.471
H -2.785 -10.179 -0.183
H 1.891 6.406 -5.666
H 5.004 4.841 -5.977
H -8.229 5.769 1.174
H 3.034 4.272 -1.762

Computed properties:
Net charge: +1
LUMO, eV: -7.21
Orbital gap, eV: 1.952